## P
C28H23ClMnN5O7 as an isolated structure. Source: OMol25; level of theory: ωB97M-V/def2-TZVPD.

Structure (ORCA input):
```
! RIJCOSX wB97M-V def2-TZVPD def2/J DEFGRID3
* xyz -1 6
Mn -0.09935 -0.47550 0.53455
Cl -5.41701 4.81306 0.83203
C -4.15411 3.63305 1.09743
C -3.96244 3.09733 2.38116
C -2.97831 2.17582 2.59117
C -2.12069 1.68869 1.54708
O -1.24304 0.82263 1.83679
C -2.33967 2.26017 0.24778
C -1.60818 1.92743 -0.94353
N -0.70345 1.02784 -1.08936
C -0.11409 0.82112 -2.34730
C -0.56628 1.33047 -3.54510
C 0.10839 1.09119 -4.75447
C 1.24326 0.33245 -4.78831
C 1.73177 -0.23456 -3.59134
C 2.88860 -1.04522 -3.55412
C 3.30509 -1.57653 -2.36943
C 2.55087 -1.30464 -1.21029
N 1.47974 -0.55892 -1.21463
C 1.05189 -0.00565 -2.37341
C -3.34977 3.23188 0.07015
H -4.59598 3.42480 3.19598
H -2.81635 1.75225 3.57389
H -1.89646 2.54992 -1.79533
H -1.47150 1.91911 -3.58353
H -0.29158 1.51730 -5.66603
H 1.76988 0.14204 -5.71546
H 3.42556 -1.23304 -4.47682
H 4.18359 -2.20346 -2.30225
H 2.83799 -1.71573 -0.24800
H -3.49138 3.66084 -0.91596
N -0.55037 -2.19918 1.99659
C -1.43359 -3.32184 1.67341
C -1.14237 -3.87852 0.28408
C -1.58237 -2.92417 -0.83804
O -2.45786 -3.29400 -1.61987
O -0.96452 -1.80690 -0.87674
H 0.39670 -2.49697 2.20386
H -0.88010 -1.67419 2.79975
H -2.45685 -2.95126 1.70479
H -1.34809 -4.12641 2.41550
H -1.66149 -4.82881 0.15745
H -0.06664 -4.06770 0.18932
O 1.74886 1.44014 1.13452
C 2.22891 0.49943 1.77370
O 1.76320 -0.68223 1.81686
C 3.46714 0.75912 2.61502
C 4.01384 2.03584 2.66175
C 5.14678 2.29744 3.41950
C 5.75250 1.28173 4.14129
C 5.19146 0.01597 4.07986
C 4.06079 -0.26824 3.33463
N 5.83027 -1.06774 4.84142
O 6.81410 -0.79506 5.50949
O 5.33697 -2.17778 4.78404
H 3.52163 2.80993 2.08788
H 5.56160 3.29660 3.44946
H 6.63483 1.44876 4.73963
H 3.63638 -1.25978 3.30564
C -5.32803 0.06228 -0.83149
C -4.42805 -0.54367 0.13681
N -3.67218 -1.02480 0.85104
H -5.18667 -0.42760 -1.79422
H -5.09545 1.12298 -0.92207
H -6.36458 -0.04798 -0.51831
*
```

As for the HOMO energy (spin up / spin down): -4.77 / -4.88 eV.

## Q
C28H23ClMnN5O7 as an isolated structure. Source: OMol25; level of theory: ωB97M-V/def2-TZVPD.

Structure (ORCA input):
```
! RIJCOSX wB97M-V def2-TZVPD def2/J DEFGRID3
* xyz -1 6
Mn -0.17222 -0.77232 -0.66570
Cl -6.10731 3.70007 0.76456
C -4.83445 2.59742 0.28221
C -4.21884 2.75651 -0.96125
C -3.22454 1.89715 -1.34563
C -2.75905 0.83977 -0.50924
O -1.86129 0.06162 -0.96860
C -3.40933 0.70380 0.77277
C -3.09545 -0.29454 1.76510
N -2.08211 -1.07408 1.78987
C -1.86611 -1.87776 2.91302
C -2.49998 -1.74419 4.13139
C -2.18941 -2.57295 5.22445
C -1.22801 -3.53690 5.12155
C -0.53342 -3.70080 3.90166
C 0.48792 -4.66191 3.72960
C 1.12001 -4.75957 2.52571
C 0.74206 -3.88216 1.48916
N -0.19231 -2.97852 1.61501
C -0.84574 -2.87660 2.79373
C -4.44586 1.58960 1.11939
H -4.53702 3.55549 -1.61879
H -2.74542 2.00264 -2.31009
H -3.81732 -0.31516 2.59395
H -3.24698 -0.97284 4.26537
H -2.71727 -2.43468 6.16014
H -0.97337 -4.16861 5.96417
H 0.76419 -5.29754 4.56315
H 1.91663 -5.47266 2.36319
H 1.25611 -3.90424 0.53528
H -4.93481 1.47879 2.08108
N 0.60993 0.11662 1.55445
C 2.07335 0.19319 1.64715
C 2.72530 -1.16470 1.38100
C 2.78274 -1.52871 -0.11007
O 3.83876 -1.94747 -0.58203
O 1.68830 -1.38049 -0.74907
H 0.21161 1.04365 1.45959
H 0.21812 -0.32495 2.37825
H 2.39419 0.55908 2.63091
H 2.40542 0.91389 0.89993
H 2.14936 -1.94176 1.89930
H 3.74463 -1.18262 1.76571
O 0.52210 0.38302 -2.81902
C 0.92775 1.33414 -2.11915
O 0.72073 1.46978 -0.88965
C 1.75691 2.40811 -2.80033
C 2.25440 2.19762 -4.08007
C 3.04107 3.15861 -4.70263
C 3.32990 4.34664 -4.05585
C 2.82227 4.54627 -2.78031
C 2.04864 3.59167 -2.14066
N 3.12570 5.80372 -2.09231
O 3.82759 6.61765 -2.67166
O 2.65075 5.98423 -0.98767
H 2.01426 1.26205 -4.56662
H 3.43700 2.98195 -5.69444
H 3.93443 5.11443 -4.51516
H 1.67760 3.75935 -1.14032
C 0.05112 -1.98560 -4.83166
C -0.48726 -2.18083 -3.49751
N -0.82496 -2.25515 -2.40559
H -0.59757 -2.43631 -5.58085
H 1.04364 -2.42914 -4.88833
H 0.13289 -0.91278 -5.00153
*
```

As for the HOMO energy (spin up / spin down): -4.66 / -5.03 eV.

Computed relative energies in units of eV: P 0.000; Q 0.939